Record 1
Density functional theory data (ωB97M-V/def2-TZVPD) for 2 unconnected molecules or ions with the total composition C2H3IN at a distorted geometry.

XYZ file:
```
7
Properties=species:S:1:pos:R:3:forces:R:3:mulliken_charge:R:1
C 0.987160 0.568656 0.580662 0.8 0.5 2.6 -0.18
C -1.216111 -0.191611 -0.158061 1.9 -1.6 -2.0 -0.17
N -0.164923 0.217284 0.226017 -1.0 1.1 -1.2 0.05
I -0.117840 -1.870745 -2.757423 -0.6 0.7 1.2 0.37
H 1.160589 0.039646 1.511790 1.2 -0.4 -0.1 0.26
H 1.569648 1.507597 0.470938 -0.9 -0.6 -0.9 0.30
H -2.218523 -0.270826 0.126077 -1.4 0.3 0.3 0.36
```
Forces are in eV/Å.

The value obtained for the LUMO energy (alpha / beta) is -8.6 / -8.6 eV. The total charge is +1. Its spin multiplicity is 1.

***

Record 2
Density functional theory data (ωB97M-V/def2-TZVPD) for 2 unconnected molecules or ions with the total composition C2H3IN2 at a distorted geometry.

XYZ file:
```
8
Properties=species:S:1:pos:R:3:forces:R:3:mulliken_charge:R:1
C -1.076663 -1.299692 0.834885 -2.0 1.0 -2.4 -0.46
C 2.641736 -1.409750 -1.379262 -0.5 -0.2 0.1 -0.14
N 0.033637 -1.015262 1.328658 2.2 -0.2 0.6 0.59
N 1.076321 -0.865882 1.739407 0.1 0.5 0.3 -0.68
I 1.053966 -2.618598 -1.979439 0.5 0.3 0.1 0.11
H -1.391427 -0.880834 -0.127595 0.4 0.1 0.6 0.30
H -1.662852 -2.042702 1.246947 -0.9 -1.3 1.1 0.25
H 2.239928 -1.025084 -0.409680 0.1 -0.1 -0.3 0.04
```
Forces are in eV/Å.

The value obtained for the LUMO energy (alpha / beta) is -1.3 / -1.3 eV. The total charge is 0. Its spin multiplicity is 1.

***

Record 3
Density functional theory data (ωB97M-V/def2-TZVPD) for a molecular structure, C2H3IN2O at a distorted geometry.

XYZ file:
```
9
Properties=species:S:1:pos:R:3:forces:R:3:mulliken_charge:R:1
C 0.985839 0.167082 0.199085 3.8 -0.1 -0.6 -0.39
C -0.214372 0.774376 -0.145887 -2.1 -0.7 0.5 -0.01
N -0.001586 -2.080939 0.059506 -0.4 -0.1 -0.4 -0.02
N -1.216683 0.160401 0.367983 -0.5 0.3 1.1 -0.56
O 0.882364 -1.415454 -0.318093 0.2 -2.1 -1.2 -0.07
I -3.112075 0.763965 -0.058286 0.1 0.0 -0.3 0.07
H 1.951708 0.398460 -0.417187 -1.8 0.1 1.8 0.23
H 1.053767 -0.285226 1.180399 0.5 1.3 0.4 0.31
H -0.328966 1.517337 -0.867524 0.2 1.3 -1.3 0.44
```
Forces are in eV/Å.

The value obtained for the LUMO energy (alpha / beta) is -0.2 / -0.5 eV. The total charge is 0. Its spin multiplicity is 1.

***

Record 4
Density functional theory data (ωB97M-V/def2-TZVPD) for C2H3IN2O2 in the gas phase at a distorted geometry.

XYZ file:
```
10
Properties=species:S:1:pos:R:3:forces:R:3:mulliken_charge:R:1
O -0.802994 -3.161488 0.160739 1.1 1.4 0.2 -0.39
N -0.316062 -2.143906 -0.227364 0.4 0.6 1.6 0.14
N 0.399146 -1.301337 0.791025 -2.4 -3.0 -2.3 -0.06
C 0.827016 -0.074663 0.284453 0.7 -1.2 0.6 0.36
I 2.915269 -0.071091 -0.000245 0.5 0.3 -0.3 0.05
C -0.122125 0.723593 -0.451630 4.2 3.3 -0.8 -0.48
O 0.299927 1.025012 0.885354 -1.1 0.5 1.3 -0.39
H 0.542028 -1.724161 1.697214 0.3 0.3 0.2 0.23
H 0.344032 1.558870 -1.036093 -0.6 -1.3 -0.3 0.22
H -1.054184 0.454693 -0.735806 -3.0 -1.0 -0.1 0.33
```
Forces are in eV/Å.

The value obtained for the LUMO energy is 0.0 eV. Its structure (SMILES) is O=NN[C@@]1(I)CO1. The total charge is 0. Its spin multiplicity is 1.

***

Record 5
Density functional theory data (ωB97M-V/def2-TZVPD) for a gas-phase ion, C2H3IN4 (charge +2) at a distorted geometry.

XYZ file:
```
10
Properties=species:S:1:pos:R:3:forces:R:3:mulliken_charge:R:1
N -0.607060 -0.846763 1.863389 0.1 0.6 -0.9 -0.30
C -0.372133 -0.453228 0.620772 0.0 0.4 3.4 0.57
N -0.282625 -0.762455 -0.600775 0.1 -0.6 -0.6 -0.27
N -0.395981 0.845385 0.060030 -2.4 -1.2 -0.8 -0.14
N 0.545989 1.457267 -0.563783 1.9 -0.3 -0.1 0.27
C 1.263087 1.372613 -1.496060 0.0 1.5 -0.6 0.10
I 2.075749 1.771837 -3.223185 0.1 -0.2 0.4 0.76
H -0.782918 -0.149001 2.690040 0.6 -1.8 -2.0 0.36
H -0.682462 -1.885975 1.954905 -0.2 1.2 0.5 0.33
H -0.761645 -1.349679 -1.305332 -0.5 0.5 0.6 0.33
```
Forces are in eV/Å.

The value obtained for the LUMO energy is -11.3 eV. Its structure (SMILES) is [NH2+]=C1NN1[N+]#CI. The total charge is +2. Its spin multiplicity is 1.

***

Record 6
Density functional theory data (ωB97M-V/def2-TZVPD) for C2H3IO in the gas phase at a distorted geometry.

XYZ file:
```
7
Properties=species:S:1:pos:R:3:forces:R:3:mulliken_charge:R:1
O 0.549404 -1.363646 1.207739 1.2 1.3 -1.4 -0.43
C 0.839248 -0.496072 0.409308 -4.3 -0.1 0.5 0.09
C -0.615193 0.204031 -0.387448 3.0 -2.2 3.0 -0.78
I -0.713979 2.273610 -0.372283 0.0 0.3 0.1 0.09
H 1.833226 -0.096669 0.234426 0.4 0.1 -0.2 0.36
H -0.575017 -0.179357 -1.367584 -0.3 -0.3 -1.2 0.35
H -1.317687 -0.341896 0.275841 0.0 0.8 -0.7 0.33
```
Forces are in eV/Å.

The value obtained for the LUMO energy is 0.3 eV. Its structure (SMILES) is O=CCI. The total charge is 0. Its spin multiplicity is 1.

***

Record 7
Density functional theory data (ωB97M-V/def2-TZVPD) for 2 unconnected molecules or ions with the total composition C2H3IO2 at a distorted geometry.

XYZ file:
```
8
Properties=species:S:1:pos:R:3:forces:R:3:mulliken_charge:R:1
O -0.547882 -1.960786 -0.010701 1.7 -3.2 1.8 -0.34
C -0.997691 -1.088579 -0.581460 -2.5 2.2 -0.8 0.08
I -2.831524 -0.093983 0.017489 -0.6 0.2 0.4 -0.08
H -0.770436 -0.575741 -1.465378 0.7 0.1 -1.6 0.35
C 1.289668 0.929608 0.512298 0.5 0.1 1.1 -0.09
O 0.501085 0.609704 -0.329321 0.4 0.6 0.2 -0.37
H 1.223826 0.562779 1.612895 0.0 0.4 -1.5 0.21
H 2.132952 1.616995 0.244177 -0.3 -0.3 0.4 0.25
```
Forces are in eV/Å.

The value obtained for the LUMO energy is 0.3 eV. Its structure (SMILES) is O=CI.C=O. The total charge is 0. Its spin multiplicity is 1.

***

Record 8
Density functional theory data (ωB97M-V/def2-TZVPD) for a molecular structure, C2H3LiLuO2 at a distorted geometry.

XYZ file:
```
9
Properties=species:S:1:pos:R:3:forces:R:3:mulliken_charge:R:1
H -3.868809 0.407715 0.293182 -3.0 1.2 -0.1 0.39
O -3.865232 0.841610 -0.611601 4.0 -1.2 1.1 -0.08
C -2.567428 0.602908 -0.740094 -4.9 1.1 -5.4 0.46
C -2.064548 0.001161 0.356792 6.0 -1.9 5.1 -0.10
O -0.954397 -0.653175 0.498447 -1.4 0.0 -1.4 -0.33
Lu 1.163169 -2.045460 0.144653 4.4 2.0 0.5 1.00
Li -0.982639 -2.647153 0.055457 -4.9 -1.7 -0.1 0.89
H -2.186799 0.606504 -1.751841 0.5 0.8 -0.2 0.38
H -2.484394 0.340582 1.294502 -0.6 -0.3 0.8 0.39
```
Forces are in eV/Å.

The value obtained for the LUMO energy (alpha / beta) is -17.3 / -17.5 eV. The total charge is +3. Its spin multiplicity is 1.

***

Record 9
Density functional theory data (ωB97M-V/def2-TZVPD) for a gas-phase ion, C2H3N2O2 (charge -1) at a distorted geometry.

XYZ file:
```
9
Properties=species:S:1:pos:R:3:forces:R:3:mulliken_charge:R:1
C -0.763458 0.919926 -0.644056 1.5 -0.5 0.6 -0.26
C 0.693304 -0.051125 -0.545405 -3.0 0.0 -0.6 -0.49
N -1.788399 0.910991 -0.020624 -0.8 -1.2 1.2 -0.71
N -0.219241 -1.303349 1.312785 -1.8 -0.7 1.0 0.02
O -0.280335 -1.341254 2.557228 1.6 1.0 -3.6 -0.40
O 0.784255 -0.555061 0.736782 0.9 -0.3 3.1 -0.04
H -0.510435 1.662380 -1.327412 0.8 1.7 -2.2 0.40
H 0.488685 -0.756279 -1.374228 0.4 -0.2 0.6 0.20
H 1.595624 0.513771 -0.695070 0.3 0.3 -0.2 0.29
```
Forces are in eV/Å.

The value obtained for the LUMO energy (alpha / beta) is 4.4 / 4.4 eV. The total charge is -1. Its spin multiplicity is 1.

***

Record 10
Density functional theory data (ωB97M-V/def2-TZVPD) for a gas-phase ion, C2H3N2O2 (charge -1) at a distorted geometry.

XYZ file:
```
9
Properties=species:S:1:pos:R:3:forces:R:3:mulliken_charge:R:1
O 0.106526 -2.537309 -1.061342 -1.9 1.8 2.1 -0.32
N -0.642575 -1.971483 -0.245062 2.6 0.3 -2.3 -0.05
C -0.390237 -0.440643 0.055306 0.1 0.5 0.0 -0.29
C 0.345748 0.763650 -0.648754 0.5 -3.1 -0.3 -0.24
N -0.280880 1.866655 -0.669862 -1.8 0.9 0.4 -0.36
O 0.179876 2.976286 -1.126014 0.7 -0.3 -0.1 -0.64
H 0.104882 -0.549157 1.033453 -0.2 -0.4 0.1 0.17
H -1.407529 -0.090124 0.254210 0.1 0.0 0.1 0.30
H 1.354791 0.592064 -1.034221 0.1 0.2 0.0 0.43
```
Forces are in eV/Å.

The value obtained for the LUMO energy is 3.5 eV. Its structure (SMILES) is O=NC/C=N/[O-]. The total charge is -1. Its spin multiplicity is 1.

***

Record 11
Density functional theory data (ωB97M-V/def2-TZVPD) for 2 unconnected molecules or ions with the total composition C2H3N2O2 at a distorted geometry.

XYZ file:
```
9
Properties=species:S:1:pos:R:3:forces:R:3:mulliken_charge:R:1
C 0.461579 -1.063574 -0.407811 -3.0 -1.1 0.6 -0.60
C -1.317165 -0.095843 1.783084 -0.4 -0.4 1.5 0.08
N 0.577852 0.096901 -1.187263 -4.7 -3.5 -1.2 0.56
N 1.442733 0.906171 -1.092088 4.5 2.3 2.1 -0.47
O 1.542833 1.836324 -1.891505 -0.3 1.9 -2.0 -0.68
O -1.429938 -0.786377 2.691724 0.3 0.7 -1.3 -0.23
H 1.109209 -0.946563 0.412832 1.0 0.0 1.3 0.21
H -0.634235 -0.937317 0.011021 1.7 -0.8 -0.7 -0.07
H -0.191525 0.092511 -1.884053 0.9 1.0 -0.3 0.20
```
Forces are in eV/Å.

The value obtained for the LUMO energy (alpha / beta) is 3.9 / 3.9 eV. The total charge is -1. Its spin multiplicity is 1.

***

Record 12
Density functional theory data (ωB97M-V/def2-TZVPD) for 2 unconnected molecules or ions with the total composition C2H3N2O2 at a distorted geometry.

XYZ file:
```
9
Properties=species:S:1:pos:R:3:forces:R:3:mulliken_charge:R:1
C -0.610272 -0.964507 2.281943 -0.2 0.1 0.2 0.66
C 0.357786 0.526514 -1.682656 2.2 3.1 0.3 -0.90
N -0.114971 0.608204 0.500275 -0.2 -1.9 0.8 -0.61
N 0.206608 -0.171889 -0.394148 -1.0 0.9 0.9 -0.03
O -1.786735 -0.998420 2.331395 -0.9 0.6 -0.7 -0.49
O 0.405413 -1.366974 2.712700 1.4 0.2 -0.3 -0.49
H -0.159502 1.611357 -1.635684 0.3 -2.6 -0.5 0.37
H 0.237853 -0.153909 -2.545795 -0.1 0.6 0.2 0.34
H 1.463820 0.909624 -1.568030 -1.5 -1.0 -1.0 0.15
```
Forces are in eV/Å.

The value obtained for the LUMO energy (alpha / beta) is 4.2 / 4.2 eV. The total charge is -1. Its spin multiplicity is 1.

***

Calculated values (kcal/mol) of relative energy (zero: lowest compared OMol25 entry of this formula, charge and spin) for the records, taken in order: 83.42 104.94 139.58 103.26 75.12 26.32 50.29 112.50 107.61 98.15 92.77 28.49.